Below is an isolated molecule of C3H9NS at a distorted geometry, with properties calculated with ωB97M-V/def2-TZVPD.

CARTESIAN COORDINATES (ANGSTROEM)
N -1.68 -0.65 -0.58
H -1.35 0.36 1.26
H 1.38 -0.89 -1.27
H -1.16 -1.26 1.26
H 0.58 2.25 0.03
H 1.22 0.16 1.35
H 2.17 1.40 -0.24
S 1.69 -1.17 -0.09
C 0.91 1.23 -0.34
H -2.59 -0.38 -0.48
H -1.46 -1.58 -0.87
C 0.71 0.00 0.53
H 0.39 1.00 -1.23
C -0.84 -0.48 0.66

Its gap between HOMO and LUMO is 9.69 eV. The SMILES is C[C@H](S)CN.

Need the Mulliken charges? In units of e they are: atom 1 (N): -0.5380, atom 2 (H): 0.3206, atom 3 (H): 0.0803, atom 4 (H): 0.4869, atom 5 (H): 0.3141, atom 6 (H): 0.3542, atom 7 (H): 0.2610, atom 8 (S): -0.2290, atom 9 (C): -1.2633, atom 10 (H): 0.1912, atom 11 (H): 0.2108, atom 12 (C): 0.0761, atom 13 (H): 0.4430, atom 14 (C): -0.7080

Below is an isolated molecule of C3H9NS at a distorted geometry, with properties calculated with ωB97M-V/def2-TZVPD.

CARTESIAN COORDINATES (ANGSTROEM)
H -0.73 1.72 0.08
C -0.39 -0.41 0.45
H -1.44 -0.65 0.33
N -0.02 -0.35 1.84
H 1.07 -2.18 2.12
H 0.89 1.18 -0.11
C 1.22 -1.09 2.15
H -0.67 -0.65 2.55
C -0.14 0.89 -0.30
H 1.61 -0.77 3.12
S -0.43 0.56 -2.06
H 0.21 -1.18 -0.05
H -0.68 1.84 -2.35
H 1.97 -0.85 1.40

Its gap between HOMO and LUMO is 9.89 eV. The SMILES is CNCCS.

Need the Mulliken charges? In units of e they are: atom 1 (H): 0.3589, atom 2 (C): -0.7220, atom 3 (H): 0.3973, atom 4 (N): -0.3443, atom 5 (H): 0.3210, atom 6 (H): 0.2817, atom 7 (C): -0.9652, atom 8 (H): 0.2346, atom 9 (C): -0.4472, atom 10 (H): 0.3155, atom 11 (S): -0.2372, atom 12 (H): 0.3609, atom 13 (H): 0.1198, atom 14 (H): 0.3263

Below is an isolated molecule of C3H9NS, with properties calculated with ωB97M-V/def2-TZVPD.

CARTESIAN COORDINATES (ANGSTROEM)
C 0.05 -0.52 1.56
H -1.41 -0.13 0.05
H -0.26 1.19 0.24
C 0.51 0.36 -2.08
H 0.24 -1.57 1.37
H 1.53 0.64 -2.35
N 0.55 -0.41 -0.82
H 1.01 -0.11 1.87
C -0.35 0.10 0.23
H 0.21 -1.34 -1.03
H 0.10 -0.23 -2.89
H -0.01 1.31 -1.94
S -1.16 -0.31 2.85
H -1.02 1.01 2.94

Its gap between HOMO and LUMO is 10.09 eV. The SMILES is CNCCS.

Need the Mulliken charges? In units of e they are: atom 1 (C): -0.6906, atom 2 (H): 0.2901, atom 3 (H): 0.3997, atom 4 (C): -0.7446, atom 5 (H): 0.3328, atom 6 (H): 0.2531, atom 7 (N): -0.3804, atom 8 (H): 0.3393, atom 9 (C): -0.4878, atom 10 (H): 0.2452, atom 11 (H): 0.2817, atom 12 (H): 0.2695, atom 13 (S): -0.2131, atom 14 (H): 0.1052

Below is an isolated molecule of C3H9NS at a distorted geometry, with properties calculated with ωB97M-V/def2-TZVPD.

CARTESIAN COORDINATES (ANGSTROEM)
H 1.75 -1.23 1.39
H -0.60 0.09 1.39
H 1.46 0.15 2.67
C 1.86 -0.12 1.63
H -1.15 -1.52 -0.37
H -0.57 0.91 -2.10
N -0.87 -0.60 -0.65
C -0.51 0.42 0.34
C -1.18 -0.01 -2.02
S 1.29 1.08 0.42
H -2.27 0.31 -2.00
H -1.15 1.28 0.39
H 2.85 0.01 1.80
H -0.91 -0.78 -2.88

Its gap between HOMO and LUMO is 9.56 eV. The SMILES is CNCSC.

Need the Mulliken charges? In units of e they are: atom 1 (H): 0.2746, atom 2 (H): 0.3669, atom 3 (H): 0.2851, atom 4 (C): -0.9096, atom 5 (H): 0.2138, atom 6 (H): 0.2195, atom 7 (N): -0.2258, atom 8 (C): -0.7575, atom 9 (C): -0.6462, atom 10 (S): -0.0755, atom 11 (H): 0.2498, atom 12 (H): 0.3851, atom 13 (H): 0.3672, atom 14 (H): 0.2525

Below is a cluster of 2 separate species, C3H9NS in total at a distorted geometry, with properties calculated with ωB97M-V/def2-TZVPD.

CARTESIAN COORDINATES (ANGSTROEM)
C 1.21 0.93 -2.40
H -1.15 -2.13 2.90
H 0.81 1.96 -2.66
N 2.64 1.02 -2.55
H -2.25 -2.02 1.41
H 3.21 0.21 -2.48
H 3.02 1.44 -1.73
S -0.17 0.60 2.19
H 0.74 0.15 -3.04
H 0.72 0.63 -1.38
C -1.93 -1.55 2.33
C -1.69 -0.10 2.16
H -2.70 -1.75 3.02
H -2.46 0.61 2.24

Its gap between HOMO and LUMO (spin up / spin down) is 8.41 / 8.41 eV. The SMILES is CC=S.CN.

Need the Mulliken charges? In units of e they are: atom 1 (C): -0.4756, atom 2 (H): 0.3013, atom 3 (H): 0.2312, atom 4 (N): -0.5639, atom 5 (H): 0.2673, atom 6 (H): 0.2251, atom 7 (H): 0.2106, atom 8 (S): -0.2081, atom 9 (H): 0.2715, atom 10 (H): 0.1056, atom 11 (C): -0.8599, atom 12 (C): -0.2015, atom 13 (H): 0.3382, atom 14 (H): 0.3582

Below is a cluster of 2 separate species, C3H9NS2 in total at a distorted geometry, with properties calculated with ωB97M-V/def2-TZVPD.

CARTESIAN COORDINATES (ANGSTROEM)
H 1.51 -1.58 -1.75
C 2.30 0.10 -1.29
H 1.20 0.14 2.81
H -1.50 -0.53 -1.93
H -3.10 0.23 -1.72
H 0.17 1.70 2.34
H 1.37 0.52 -0.88
H -2.66 -1.27 -0.78
H 3.19 0.77 -1.27
S -1.84 0.74 0.18
S -0.57 -0.49 1.30
C -2.31 -0.32 -1.22
H -0.42 0.49 3.42
C 0.23 0.60 2.49
N 2.44 -1.09 -1.71

Its gap between HOMO and LUMO is 8.55 eV. The SMILES is CSSC.C=N.

Need the Mulliken charges? In units of e they are: atom 1 (H): 0.2776, atom 2 (C): -0.0812, atom 3 (H): 0.2966, atom 4 (H): 0.2506, atom 5 (H): 0.3040, atom 6 (H): 0.3034, atom 7 (H): 0.1066, atom 8 (H): 0.2764, atom 9 (H): 0.2474, atom 10 (S): -0.0584, atom 11 (S): -0.0730, atom 12 (C): -0.7738, atom 13 (H): 0.2981, atom 14 (C): -0.8333, atom 15 (N): -0.5410